Entry from the OMol25 dataset: a 2-piece molecular cluster, C5H14 overall at a distorted geometry (the ωB97M-V functional and the def2-TZVPD basis).

```
19
Properties=species:S:1:pos:R:3:forces:R:3:mulliken_charge:R:1
C -2.075 -1.934 -0.735 -1.7 0.7 -0.8 -0.701
C -2.231 -1.353 0.681 1.2 -1.5 -0.5 -0.672
H -1.060 -1.737 -1.079 -0.3 0.3 -0.6 0.229
H -2.146 -3.037 -0.701 -0.2 0.5 -0.2 0.280
H -2.953 -1.474 -1.422 2.4 -1.3 1.2 0.202
H -2.766 -0.468 0.700 -1.0 2.0 -0.3 0.292
H -1.216 -1.102 1.069 -0.9 -0.7 0.4 0.064
H -2.875 -2.049 1.220 0.7 0.0 0.7 0.323
C 1.267 0.671 0.159 -1.6 1.0 4.0 0.117
C 0.924 2.166 0.656 1.5 -0.8 -1.1 -1.051
C 2.563 0.637 -0.651 -1.9 -5.1 -0.9 -1.262
H 0.982 0.020 1.110 2.0 0.8 -1.5 0.225
H 0.423 0.331 -0.383 -0.5 -0.2 -1.5 0.022
H 0.110 2.654 0.173 -0.8 0.0 -0.9 0.306
H 3.408 1.162 -0.426 1.8 1.7 1.4 0.437
H 1.818 2.736 0.344 -0.4 0.2 0.7 0.288
H 0.671 2.306 1.697 0.6 -0.3 0.5 0.305
H 2.952 -0.495 -0.810 -1.0 2.5 0.3 0.240
H 2.204 0.966 -1.603 0.3 0.2 -1.0 0.356
```
Forces are in eV/Å.

ΔE to the lowest compared entry with this formula, charge and spin: 41.2 kcal per mole
multiplicity: 1
maximum force: 5.54 eV Å⁻¹
HOMO level: -10.90 eV
SMILES: CCC.CC
total energy: -198.82354 Eh